64
Properties=species:S:1:pos:R:3 method="wB97M-V/def2-TZVPD" e_above_lowest_kcal_mol=3.5 energy_ev=-116064.4220 homo_lumo_gap_ev=7.41 total_charge=-1 e_lumo_ev=2.13
Zn -1.10147 -0.69159 0.57926
O -4.84443 -1.74051 0.38312
C -3.71934 -1.35827 0.63640
O -2.62731 -1.83809 0.12231
C -3.51050 -0.18149 1.68346
O -4.47501 0.30727 2.23790
O -2.28507 0.23307 1.81396
C -0.23835 1.73828 -2.43107
P -1.46599 0.73003 -1.46088
C -2.37205 2.11876 -0.69778
C -2.61080 0.09369 -2.72557
C -2.17377 -0.94184 -3.55490
C -3.02161 -1.48586 -4.50686
C -4.32571 -1.02508 -4.62427
C -4.77752 -0.02157 -3.78225
C -3.92512 0.53805 -2.84102
H -0.24149 0.81551 -4.20943
H 0.48075 2.11165 -1.70413
H -0.76227 2.59115 -2.86973
H -2.68223 2.86031 -1.43737
H -1.70626 2.57608 0.03556
H -3.23867 1.75836 -0.14580
H -1.17259 -1.34001 -3.43461
H -2.66898 -2.28896 -5.14196
H -4.99390 -1.46345 -5.35495
H -5.80307 0.31957 -3.84256
H -4.30505 1.30402 -2.17899
N 3.69908 2.82900 -1.94213
N 2.70677 1.95541 -2.12444
N 3.11541 0.78699 -2.26445
C 2.15636 -0.19542 -2.57374
N 1.03575 -0.16399 -3.17104
N 0.46341 1.06756 -3.52431
H 4.59583 2.41913 -1.69813
H 3.40797 3.64819 -1.42944
H 2.52939 -1.18931 -2.35175
C 2.18724 6.69720 -1.02008
C 2.72644 5.68596 -0.04560
C 1.87324 4.76566 0.55990
C 2.35606 3.81880 1.45019
C 3.71709 3.78447 1.72186
C 4.58939 4.68640 1.13111
C 4.08801 5.63562 0.25352
S 4.34589 2.57290 2.84473
O 3.25250 2.18617 3.69007
O 5.56960 3.04088 3.43644
N 4.79027 1.37576 1.81542
C 3.76013 0.71281 1.01048
C 2.80048 -0.24600 1.70868
C 1.40384 -0.15039 1.10296
O 0.71880 -1.23084 1.07193
O 0.99747 0.94133 0.68013
H 1.23783 7.10577 -0.67422
H 2.00859 6.24118 -1.99639
H 2.88589 7.52117 -1.16198
H 0.81286 4.78843 0.33796
H 1.68819 3.10297 1.91083
H 5.64261 4.64857 1.37675
H 4.76050 6.35452 -0.19930
H 5.49830 0.79397 2.24543
H 4.27788 0.21412 0.19103
H 3.16185 1.50182 0.55813
H 2.68089 0.03754 2.75676
H 3.14746 -1.27804 1.67875

62
Properties=species:S:1:pos:R:3 method="wB97M-V/def2-TZVPD" energy_ev=-463899.5256 homo_lumo_gap_ev="7.06 / 2.20" total_charge=+1 spin_multiplicity=2 e_lumo_ev="-5.01 / -9.86"
C -2.36752 -3.56782 2.65273
C -3.75085 -3.36854 2.01802
C -4.63057 -2.43574 2.79302
O -5.18376 -1.51013 1.80345
C -4.56898 -1.62711 0.66243
O -4.73290 -1.01350 -0.33317
O -3.78406 -2.86578 0.69426
H -1.77471 -4.34785 2.17499
H -2.48094 -3.78956 3.71390
H -1.67624 -2.72579 2.61767
H -4.24616 -4.33933 1.99975
H -3.98605 -1.94178 3.52013
H -5.50323 -2.84593 3.30126
C 1.59155 -0.08198 -3.74742
C 1.23699 1.40429 -3.82982
C 1.26580 2.02905 -5.29742
O -0.06888 2.61958 -5.34319
C -0.80294 2.36254 -4.36800
O -1.97130 2.64761 -4.22007
O -0.11405 1.60348 -3.49592
H 0.91649 -0.72746 -4.30934
H 1.45012 -0.46460 -2.73663
H 2.63876 -0.19419 -4.02827
H 1.92127 1.92232 -3.15788
H 1.17929 1.26550 -6.07047
H 2.08476 2.69834 -5.56099
C 3.86365 1.46707 1.52598
C 4.59329 2.43871 2.51410
C 5.71979 3.11812 1.88966
O 5.33897 4.50155 2.07591
C 4.04045 4.66457 2.42719
O 3.48263 5.75593 2.72386
O 3.57205 3.37976 2.67123
H 4.50918 0.62789 1.26681
H 3.71789 1.95735 0.56344
H 2.94292 1.06162 1.94548
H 4.77789 2.13145 3.54347
H 5.71029 3.02000 0.80413
H 6.64103 2.73956 2.33250
C -2.44625 0.90272 0.18510
C -1.64973 2.20804 0.19330
C -1.20198 2.58221 1.64487
O 0.12108 2.96003 1.45732
C 0.54330 2.67231 0.26957
O 1.71745 2.82406 -0.16262
O -0.43453 2.19949 -0.46298
H -2.15134 0.41334 -0.74314
H -3.52177 1.01762 0.31985
H -2.07918 0.22431 0.95524
H -2.26692 3.06313 -0.08237
H -1.35116 1.74677 2.32889
H -1.72802 3.40215 2.13384
C -1.63788 -6.28897 -0.64203
Br -3.09991 -6.74328 0.68597
Br -2.23238 -4.79300 -1.97092
Br -1.19145 -7.96912 -1.62898
H -0.81004 -5.97213 -0.00769
C 0.60692 -2.32731 -0.46171
Br 1.15341 -3.25155 -2.12850
Br 1.94828 -1.01667 0.19118
Br 0.40233 -3.72431 0.92047
H -0.24186 -1.69885 -0.73135

13
Properties=species:S:1:pos:R:3 method="wB97M-V/def2-TZVPD" e_above_lowest_kcal_mol=47.6 energy_ev=-7797.5781 homo_lumo_gap_ev=9.82 total_charge=0 e_lumo_ev=0.93 smiles="CN1CC(=O)C1"
C -1.66105 -0.18021 -0.22391
N -0.25401 0.01006 -0.48331
C 0.49871 1.14031 0.06915
C 1.63757 0.15938 0.35470
O 2.76096 0.25805 0.75656
C 0.74059 -0.99519 -0.09549
H -2.12942 -0.69549 -1.07058
H -1.86914 -0.76285 0.69108
H -2.15153 0.79457 -0.12398
H 0.73345 1.91606 -0.66883
H 0.09806 1.61214 0.98078
H 0.46000 -1.66278 0.73826
H 1.13579 -1.59405 -0.92442

Repeat the first record exactly.
64
Properties=species:S:1:pos:R:3 method="wB97M-V/def2-TZVPD" e_above_lowest_kcal_mol=3.5 energy_ev=-116064.4220 homo_lumo_gap_ev=7.41 total_charge=-1 e_lumo_ev=2.13
Zn -1.10147 -0.69159 0.57926
O -4.84443 -1.74051 0.38312
C -3.71934 -1.35827 0.63640
O -2.62731 -1.83809 0.12231
C -3.51050 -0.18149 1.68346
O -4.47501 0.30727 2.23790
O -2.28507 0.23307 1.81396
C -0.23835 1.73828 -2.43107
P -1.46599 0.73003 -1.46088
C -2.37205 2.11876 -0.69778
C -2.61080 0.09369 -2.72557
C -2.17377 -0.94184 -3.55490
C -3.02161 -1.48586 -4.50686
C -4.32571 -1.02508 -4.62427
C -4.77752 -0.02157 -3.78225
C -3.92512 0.53805 -2.84102
H -0.24149 0.81551 -4.20943
H 0.48075 2.11165 -1.70413
H -0.76227 2.59115 -2.86973
H -2.68223 2.86031 -1.43737
H -1.70626 2.57608 0.03556
H -3.23867 1.75836 -0.14580
H -1.17259 -1.34001 -3.43461
H -2.66898 -2.28896 -5.14196
H -4.99390 -1.46345 -5.35495
H -5.80307 0.31957 -3.84256
H -4.30505 1.30402 -2.17899
N 3.69908 2.82900 -1.94213
N 2.70677 1.95541 -2.12444
N 3.11541 0.78699 -2.26445
C 2.15636 -0.19542 -2.57374
N 1.03575 -0.16399 -3.17104
N 0.46341 1.06756 -3.52431
H 4.59583 2.41913 -1.69813
H 3.40797 3.64819 -1.42944
H 2.52939 -1.18931 -2.35175
C 2.18724 6.69720 -1.02008
C 2.72644 5.68596 -0.04560
C 1.87324 4.76566 0.55990
C 2.35606 3.81880 1.45019
C 3.71709 3.78447 1.72186
C 4.58939 4.68640 1.13111
C 4.08801 5.63562 0.25352
S 4.34589 2.57290 2.84473
O 3.25250 2.18617 3.69007
O 5.56960 3.04088 3.43644
N 4.79027 1.37576 1.81542
C 3.76013 0.71281 1.01048
C 2.80048 -0.24600 1.70868
C 1.40384 -0.15039 1.10296
O 0.71880 -1.23084 1.07193
O 0.99747 0.94133 0.68013
H 1.23783 7.10577 -0.67422
H 2.00859 6.24118 -1.99639
H 2.88589 7.52117 -1.16198
H 0.81286 4.78843 0.33796
H 1.68819 3.10297 1.91083
H 5.64261 4.64857 1.37675
H 4.76050 6.35452 -0.19930
H 5.49830 0.79397 2.24543
H 4.27788 0.21412 0.19103
H 3.16185 1.50182 0.55813
H 2.68089 0.03754 2.75676
H 3.14746 -1.27804 1.67875